{"formula": "C6H10SSi2", "method": "wB97M-V/def2-TZVPD", "symbols": ["C", "C", "C", "C", "C", "C", "Si", "Si", "S", "H", "H", "H", "H", "H", "H", "H", "H", "H", "H"], "coordinates": [[2.28, -1.73, -0.26], [2.65, -0.36, -0.09], [0.95, -2.02, -0.03], [1.74, 0.64, 0.48], [0.02, -1.06, 0.37], [0.39, 0.23, 0.75], [-0.95, 2.83, 0.01], [-3.48, -2.19, -0.10], [-0.82, 1.35, 1.54], [2.97, -2.57, -0.48], [3.63, -0.03, -0.36], [0.43, -2.90, -0.43], [1.93, 1.63, 0.65], [-1.03, -1.39, 0.63], [-0.63, 2.15, -1.35], [0.18, 3.84, 0.09], [-2.24, 3.63, -0.12], [-3.78, -1.24, -1.24], [-2.42, -3.00, -0.61]], "lowdin_charge": [-0.08, -0.04, -0.11, -0.06, -0.15, -0.61, 0.31, 0.58, 0.55, 0.11, 0.08, 0.11, 0.05, 0.04, -0.06, -0.10, -0.10, -0.24, -0.29], "charge": 0, "spin_multiplicity": 1, "orbital_gap_ha": 0.2729}

{"formula": "C20H12ClCoF12NO6", "method": "wB97M-V/def2-TZVPD", "symbols": ["Co", "C", "C", "C", "C", "C", "N", "C", "C", "C", "C", "C", "C", "C", "C", "O", "C", "F", "F", "F", "C", "F", "F", "F", "C", "C", "C", "O", "C", "F", "F", "F", "C", "F", "F", "F", "H", "H", "H", "H", "H", "H", "H", "H", "H", "H", "H", "H", "O", "Cl", "O", "O", "O"], "coordinates": [[0.29, 0.25, 0.38], [-6.06, -1.40, 1.45], [-4.68, -1.27, 0.87], [-3.93, -2.38, 0.50], [-2.67, -2.24, -0.02], [-2.09, -0.97, -0.22], [-0.86, -0.86, -0.82], [-0.51, -1.50, -1.95], [-1.50, -2.11, -2.77], [-1.20, -2.68, -3.98], [0.10, -2.68, -4.48], [0.46, -3.21, -5.84], [1.07, -2.08, -3.70], [0.81, -1.50, -2.46], [2.02, -0.88, -1.74], [1.86, -0.21, -0.59], [2.72, 0.14, -2.71], [3.45, 1.03, -2.04], [3.60, -0.37, -3.62], [1.84, 0.84, -3.45], [3.03, -2.03, -1.41], [4.04, -1.59, -0.65], [2.43, -3.03, -0.76], [3.64, -2.64, -2.46], [-2.81, 0.16, 0.25], [-4.09, -0.02, 0.75], [-2.23, 1.58, 0.21], [-0.92, 1.74, -0.04], [-2.45, 2.27, 1.60], [-1.79, 3.44, 1.66], [-1.98, 1.52, 2.59], [-3.71, 2.60, 1.98], [-3.03, 2.37, -0.88], [-4.31, 2.69, -0.54], [-3.15, 1.67, -2.02], [-2.47, 3.54, -1.22], [-6.49, -2.37, 1.21], [-6.71, -0.61, 1.07], [-6.03, -1.30, 2.53], [-4.35, -3.37, 0.62], [-2.08, -3.10, -0.30], [-2.52, -2.07, -2.44], [-2.00, -3.14, -4.56], [-0.21, -4.00, -6.16], [1.48, -3.58, -5.85], [0.40, -2.40, -6.58], [2.07, -2.06, -4.09], [-4.67, 0.84, 1.06], [1.26, -2.48, 2.01], [0.38, -1.70, 2.80], [0.79, -1.73, 4.17], [-0.94, -2.19, 2.69], [0.43, -0.31, 2.38]], "lowdin_charge": [0.84, -0.07, -0.28, -0.06, -0.04, -0.23, 0.01, -0.20, -0.03, -0.07, -0.30, -0.08, -0.02, -0.06, -0.36, -0.17, -0.53, 0.14, 0.10, 0.15, -0.54, 0.14, 0.16, 0.10, -0.06, 0.00, -0.38, -0.16, -0.54, 0.13, 0.16, 0.10, -0.53, 0.11, 0.15, 0.14, 0.06, 0.07, 0.07, 0.10, 0.12, 0.10, 0.10, 0.06, 0.07, 0.07, 0.11, 0.11, -0.32, 0.63, -0.35, -0.32, -0.39], "charge": -2, "s_squared": 3.76, "spin_multiplicity": 4, "orbital_gap_ha": [0.2243, 0.2226]}

{"formula": "C3H8N2O2", "method": "wB97M-V/def2-TZVPD", "symbols": ["N", "C", "O", "C", "N", "C", "O", "H", "H", "H", "H", "H", "H", "H", "H"], "coordinates": [[1.34, 1.62, 0.78], [1.55, 0.34, 0.33], [2.37, -0.41, 0.81], [0.55, -0.10, -0.74], [-0.81, 0.28, -0.36], [-1.75, -0.73, 0.09], [-2.81, -1.00, -0.82], [1.80, 1.86, 1.65], [0.41, 1.96, 0.82], [0.75, 0.29, -1.73], [0.53, -1.19, -0.77], [-1.32, 0.91, -0.97], [-1.17, -1.62, 0.29], [-2.25, -0.40, 0.99], [-2.54, -0.80, -1.72]], "lowdin_charge": [0.15, -0.53, 0.06, -0.12, -0.06, -0.29, -0.05, 0.11, 0.07, 0.12, 0.12, 0.12, 0.12, 0.11, 0.08], "charge": 0, "de_lowest_ev": 1.236, "smiles": "NC(=O)CNCO", "spin_multiplicity": 1, "orbital_gap_ha": 0.3677}